{"formula": "C12H13BrOTb", "method": "ωB97M-V/def2-TZVPD", "elements": ["H", "C", "H", "Tb", "C", "C", "C", "H", "H", "C", "H", "Br", "C", "H", "H", "H", "C", "C", "O", "H", "C", "H", "H", "H", "C", "C", "C", "H"], "coordinates": [[-0.770511, -0.258926, -4.973540], [2.395293, 0.460330, -4.158342], [-3.292707, 0.010910, 1.454309], [0.534714, -0.015919, -2.102485], [0.720947, -1.505126, 0.890659], [1.868985, -1.299224, 0.098605], [1.051608, -1.415069, -4.359190], [0.268681, -2.409202, 1.187835], [0.796450, 1.909475, -4.682137], [0.144515, -0.233568, 1.448585], [3.289955, -1.592805, -4.208394], [0.425001, 2.557322, -1.757751], [0.214185, -0.251419, -4.516499], [0.792134, -2.437158, -4.656620], [-2.242811, 0.744509, 2.583862], [-2.340095, -0.998085, 2.648149], [-1.288731, -0.146162, 0.899537], [-2.355249, -0.138167, 1.965841], [-1.477696, -0.008786, -0.335608], [2.559134, -2.095268, -0.239214], [1.056760, 0.906399, -4.372607], [3.108824, 0.591777, -0.249878], [0.988129, 1.809844, 1.062129], [3.293957, 1.075097, -4.222144], [2.399092, -0.964409, -4.151184], [1.141938, 0.757699, 0.834234], [2.187163, 0.115056, 0.140224], [0.037074, -0.113032, 2.561228]], "forces_ev_per_a": [[0.007, 0.060, 0.405], [-0.571, -0.646, -0.518], [-0.641, -0.437, 0.044], [0.137, -1.852, 2.217], [0.543, 0.082, -0.121], [0.470, 0.184, 0.877], [0.567, 0.629, -0.658], [-0.185, -1.248, -0.052], [-0.130, -0.075, 0.516], [0.513, 0.401, -1.083], [-0.330, 0.167, 0.455], [-0.367, 2.551, 0.157], [1.150, -0.118, -1.427], [-0.082, 0.409, 0.549], [0.477, 0.269, 0.175], [0.033, 0.080, -0.454], [1.337, 0.945, -1.703], [-0.575, 0.058, -0.848], [-0.347, -0.483, 2.804], [-0.602, 0.579, 0.093], [0.579, -0.890, -1.855], [-0.873, -0.378, 0.196], [0.455, -0.188, -0.380], [-0.378, -0.066, 0.471], [-0.962, 0.382, -0.375], [0.067, 0.074, 0.290], [-0.609, -0.118, 0.564], [0.318, -0.368, -0.339]], "mulliken_spin": [0.0177, 0.0210, -0.0021, 7.0993, -0.3448, -0.0586, -0.0081, -0.0111, 0.0023, 0.0349, 0.0003, -0.0230, 0.0069, -0.0102, 0.0177, 0.0094, 0.0193, -0.0423, -0.0452, -0.0142, -0.0428, -0.0009, -0.0066, -0.0062, -0.0572, -0.4160, -0.0368, -0.1028], "s2": 13.070, "homo_energy_ev": [-2.44, -1.56], "charge": -1, "e_lumo_ev": [2.9, 2.8], "multiplicity": 7}